32
Properties=species:S:1:pos:R:3:mulliken_charge:R:1 method="wB97M-V/def2-TZVPD" orbital_gap_ev="5.0 / 5.0" spin_multiplicity=6 total_energy_ev=-50125.04596 charge=+1 largest_force_ha_per_bohr=0.053
Mn -0.88258 -2.69107 1.13457 1.104
C -0.12624 1.12954 0.13023 -0.856
C -0.35105 -0.26619 0.61833 1.597
O 0.28686 -1.24986 0.10954 -0.848
O -1.19109 -0.50404 1.52706 -0.766
H -0.78059 1.32807 -0.72556 0.064
H 0.89849 1.31909 -0.17102 0.351
H -0.50604 1.85479 0.84778 0.398
C 3.74488 -1.64769 0.65891 -0.594
O 2.92085 -0.74888 1.40185 -0.465
H 3.68641 -2.66166 1.08099 0.243
H 3.35078 -1.74198 -0.35990 0.252
H 4.79409 -1.37928 0.63057 0.260
H 2.02245 -1.03318 1.21316 0.241
C 0.00025 2.35120 -3.43594 -0.525
O 0.00898 2.34524 -4.85790 -0.512
H 0.85573 2.88933 -3.02439 0.322
H -0.89874 2.85357 -3.07450 0.242
H -0.01728 1.32432 -3.05656 0.167
H 0.92799 2.46686 -5.11186 0.313
C 0.53336 0.03895 4.52853 -0.467
O 0.63225 -1.28097 5.05348 -0.442
H -0.45388 0.24954 4.10445 0.177
H 0.62270 0.74637 5.35342 0.317
H 1.32653 0.27110 3.81187 0.216
H 0.34349 -1.84810 4.33555 0.197
C -3.45178 -0.98625 -2.00504 -0.312
O -4.14519 -0.22414 -2.96828 -0.498
H -2.80609 -0.33850 -1.39255 -0.067
H -4.15764 -1.45519 -1.30867 0.317
H -2.81469 -1.73121 -2.47676 0.267
H -4.37323 0.62023 -2.57135 0.308

28
Properties=species:S:1:pos:R:3:mulliken_charge:R:1 method="wB97M-V/def2-TZVPD" relative_energy_kcal_mol=57.7 orbital_gap_ev=8.1 spin_multiplicity=1 total_energy_ev=-10998.22982 largest_force_ha_per_bohr=0.051
C 0.97189 -0.19390 -0.26461 1.959
C 0.36334 0.50187 1.60935 -0.664
C 1.39515 1.12044 -0.92102 -1.634
C 2.20919 -0.96294 0.20605 -2.140
C 0.39308 -1.06370 -1.39890 -1.819
N -0.69293 1.37970 1.60835 -0.711
N 0.16647 -0.56340 2.49171 -0.503
H 1.33625 0.96920 1.76554 0.585
H 0.87148 -1.28339 2.43649 0.266
H -0.76983 -0.94327 2.48455 0.273
H -1.57429 0.85111 1.08487 0.543
H -0.46385 2.23306 1.11524 0.312
H 2.76304 -0.43666 0.98803 0.387
H -0.00404 -2.01579 -1.03380 0.382
H -0.39195 -0.56075 -1.96564 0.415
H 0.52846 1.65881 -1.31427 0.194
H 2.09343 0.96781 -1.75612 0.437
H 1.90984 1.78609 -0.22288 0.349
H 2.92977 -1.13250 -0.60608 0.461
H 1.93369 -1.94923 0.59296 0.390
H 1.17492 -1.29564 -2.13723 0.449
C -2.69447 0.49542 -1.06627 -0.847
N -2.13420 -0.16842 0.10759 -0.358
H -2.66536 -0.99745 0.34846 0.207
H -1.13202 -0.45501 -0.05623 0.122
H -3.71282 0.82282 -0.85111 0.340
H -2.09417 1.37795 -1.28827 0.267
H -2.71006 -0.14221 -1.95679 0.340

30
Properties=species:S:1:pos:R:3:mulliken_charge:R:1 method="wB97M-V/def2-TZVPD" relative_energy_kcal_mol=44.9 orbital_gap_ev=9.7 spin_multiplicity=1 smiles="CC(=O)NCC(C)C.O.O.O" total_energy_ev=-16209.48280 largest_force_ha_per_bohr=0.077
C -3.05986 -0.19885 -0.95801 -1.167
C -2.09896 -0.51765 0.26583 0.483
O -2.21027 -1.55610 0.88063 -0.590
N -1.10215 0.40687 0.31021 -0.052
C -0.19228 0.34423 1.46677 -0.959
C 1.28869 0.61029 1.19610 1.671
C 2.03629 0.09859 2.44041 -1.742
C 1.62154 2.12443 1.05770 -1.448
H -3.75141 -1.00064 -1.22990 0.326
H -2.42890 0.10920 -1.81266 0.304
H -3.74048 0.53143 -0.53560 0.379
H -0.67359 0.62140 -0.57910 0.408
H -0.48784 1.20227 2.13450 0.228
H -0.27570 -0.65776 1.91687 0.412
H 1.73518 0.24863 0.28152 -0.575
H 3.10746 0.20148 2.50071 0.419
H 1.89630 -0.98450 2.35122 0.438
H 1.66959 0.42824 3.43273 0.341
H 2.54801 2.38372 0.56075 0.394
H 1.69732 2.51699 2.07867 0.368
H 0.83557 2.61763 0.51657 0.390
O -0.53802 -2.17653 -1.27631 -0.627
H -1.42295 -2.52666 -1.26897 0.296
H -0.09266 -1.88227 -0.48270 0.332
O 3.28905 -0.31764 -1.87283 -0.635
H 3.63921 -0.61099 -1.01828 0.325
H 2.63895 0.31694 -1.54964 0.368
O -0.26832 1.08298 -2.40514 -0.650
H 0.65810 0.78015 -2.41064 0.247
H -0.01330 2.01521 -2.52354 0.318